Record 1
Molecular formula: C2H7NS2
Method: DFT, wB97M-V/def2-TZVPD

Positions of all 12 atoms, in Å:
S 3.026 1.020 -1.732
S 2.729 -0.618 -3.041
H 2.323 0.354 -0.753
H 1.507 -0.806 -2.473
C -0.740 -1.067 1.421
C -1.620 -0.216 0.833
N -1.261 1.128 0.562
H 0.234 -0.872 0.974
H -0.855 -1.622 2.339
H -2.479 -0.445 0.207
H -2.123 1.606 0.345
H -0.739 1.538 1.317

Output
Net charge: 0
SMILES: C=CN.SS
Highest occupied orbital energy: -7.83 eV
Energy relative to the best compared isomer or geometry (same formula, charge and spin): 66.3 kcal/mol
Frontier orbital gap: 8.0987 eV



Record 2
Molecular formula: C8H14OS
Method: DFT, wB97M-V/def2-TZVPD

Positions of all 24 atoms, in Å:
C 0.138 -0.335 1.092
C -0.791 0.459 0.692
C 1.475 -0.602 0.432
C 0.357 1.596 -1.413
C 0.033 -1.306 2.252
C -2.122 1.078 0.649
C 1.515 -1.906 -0.236
C -0.463 0.835 -2.411
O -0.145 2.745 -0.940
S 1.818 0.821 -0.804
H 2.241 -0.431 1.150
H 0.905 -1.573 2.693
H -0.365 -2.269 1.880
H -0.625 -0.820 2.883
H -1.910 2.088 0.178
H -2.625 1.169 1.701
H -2.697 0.530 -0.043
H 2.426 -2.128 -0.846
H 0.792 -2.212 -0.965
H 1.615 -2.765 0.450
H -1.463 0.621 -2.013
H -0.078 -0.165 -2.507
H -0.523 1.268 -3.494
H 0.491 3.303 -0.379

Output
Net charge: 0
Highest occupied orbital energy (alpha / beta): -7.32 / -6.82 eV
Energy relative to the best compared isomer or geometry (same formula, charge and spin): 115.3 kcal/mol
Frontier orbital gap (alpha / beta): 8.0069 / 7.4786 eV



Record 3
Molecular formula: C21H18IrN5OSe
Method: DFT, wB97M-V/def2-TZVPD

Positions of all 47 atoms, in Å:
Ir -0.502 -0.604 -0.794
C -3.975 -0.359 -2.068
C -3.107 -1.340 -2.542
C -2.312 -2.075 -1.654
C -2.366 -1.790 -0.256
C -3.245 -0.776 0.200
C -4.049 -0.087 -0.698
H -4.625 0.159 -2.758
H -3.097 -1.581 -3.595
H -1.814 -2.972 -2.003
H -1.986 -2.515 0.459
H -3.357 -0.610 1.262
H -4.768 0.632 -0.332
N 1.847 -3.121 -3.493
C 1.411 -2.119 -2.765
O 0.770 -2.307 -1.708
C 1.732 -0.701 -3.206
C 0.795 0.317 -2.612
H 1.697 -4.081 -3.200
H 2.376 -2.989 -4.345
H 1.714 -0.653 -4.299
H 2.761 -0.517 -2.875
H 0.010 0.648 -3.288
H 1.295 1.126 -2.082
Se 3.048 3.417 5.018
N 3.048 1.732 4.514
C 2.215 1.544 3.524
C 1.959 0.292 2.866
C 2.554 -0.913 3.263
C 2.257 -2.066 2.562
C 1.399 -1.987 1.466
N 0.824 -0.853 1.094
C 1.058 0.279 1.777
C 0.342 1.480 1.384
N -0.541 1.381 0.378
C -1.261 2.439 0.022
C -1.122 3.682 0.634
C -0.204 3.823 1.658
C 0.545 2.708 2.053
C 1.515 2.753 3.111
N 1.847 3.816 3.795
H 3.224 -0.907 4.113
H 2.679 -3.018 2.845
H 1.177 -2.867 0.876
H -1.984 2.303 -0.771
H -1.729 4.513 0.308
H -0.053 4.767 2.164

Output
Net charge: +3
Highest occupied orbital energy (alpha / beta): -16.95 / -16.94 eV
Multiplicity: 2
<S²>: 0.79
Frontier orbital gap (alpha / beta): 4.2423 / 4.2629 eV



Record 4
Molecular formula: C29H33N8SSr
Method: DFT, wB97M-V/def2-TZVPD

Positions of all 72 atoms, in Å:
Sr -0.018 0.270 0.190
C -3.132 1.256 -0.697
C -3.242 -0.173 -1.279
C -3.151 -1.251 -0.231
C -4.241 -2.035 0.109
C -4.090 -3.013 1.083
C -2.850 -3.192 1.672
C -1.809 -2.371 1.277
N -1.952 -1.404 0.359
N -1.891 1.947 -1.096
C -1.832 3.285 -0.477
C -1.649 3.284 1.017
C -2.610 3.816 1.858
C -2.319 3.940 3.211
C -1.077 3.545 3.664
C -0.186 2.990 2.758
N -0.461 2.839 1.460
C -1.803 2.102 -2.557
C -0.810 1.195 -3.252
C -1.077 0.706 -4.524
C -0.073 0.051 -5.219
C 1.170 -0.090 -4.625
C 1.336 0.390 -3.339
N 0.369 1.005 -2.645
H -3.152 1.210 0.394
H -4.006 1.845 -1.004
H -2.433 -0.335 -1.994
H -4.174 -0.283 -1.830
H -5.192 -1.882 -0.384
H -4.931 -3.631 1.372
H -2.686 -3.952 2.424
H -0.823 -2.472 1.714
H -2.720 3.875 -0.739
H -0.961 3.791 -0.893
H -3.559 4.151 1.459
H -3.051 4.360 3.891
H -0.800 3.644 4.705
H 0.789 2.658 3.085
H -1.454 3.114 -2.766
H -2.787 2.016 -3.028
H -2.053 0.859 -4.969
H -0.256 -0.330 -6.217
H 1.992 -0.571 -5.138
H 2.290 0.281 -2.835
C 4.794 0.591 3.997
C 3.820 -0.414 4.593
N 2.418 -0.156 4.280
C 1.822 -0.359 3.090
S 0.092 -0.181 3.065
N 2.652 -0.637 2.085
N 2.022 -0.926 0.917
C 2.778 -1.353 -0.042
C 4.268 -1.426 0.081
C 2.078 -1.963 -1.201
C 2.765 -2.758 -2.113
C 2.056 -3.443 -3.088
C 0.678 -3.316 -3.139
C 0.074 -2.479 -2.217
N 0.743 -1.811 -1.281
H 5.809 0.345 4.316
H 4.563 1.603 4.338
H 4.752 0.570 2.909
H 3.889 -0.373 5.679
H 4.079 -1.427 4.280
H 1.774 -0.063 5.045
H 4.603 -0.684 0.799
H 4.754 -1.248 -0.880
H 4.587 -2.405 0.451
H 3.840 -2.863 -2.039
H 2.575 -4.081 -3.792
H 0.085 -3.849 -3.871
H -1.004 -2.336 -2.229

Output
Net charge: +1
Highest occupied orbital energy: -9.84 eV
Energy relative to the best compared isomer or geometry (same formula, charge and spin): 5.7 kcal/mol
Frontier orbital gap: 7.4439 eV



Record 5
Molecular formula: C39H38CaN8OS3Se
Method: DFT, wB97M-V/def2-TZVPD

Positions of all 91 atoms, in Å:
Ca 12.102 10.831 13.388
C 15.484 10.411 12.820
N 14.686 10.538 14.068
C 14.622 9.220 14.841
C 13.669 9.288 16.075
N 12.293 9.063 15.617
C 12.030 7.609 15.468
C 11.270 9.725 16.387
C 11.455 10.082 17.719
C 10.445 10.878 18.319
C 9.280 11.168 17.664
C 9.063 10.760 16.384
C 10.022 9.986 15.699
S 9.831 9.670 13.987
C 15.135 11.616 14.895
C 16.471 11.705 15.283
C 16.967 12.761 16.001
C 16.207 13.854 16.303
C 14.875 13.846 15.864
C 14.342 12.734 15.196
S 12.602 13.006 14.917
H 16.556 10.050 12.939
H 15.320 11.334 12.251
H 14.950 9.694 12.108
H 15.659 8.920 15.173
H 14.390 8.434 14.103
H 13.847 10.268 16.600
H 13.862 8.405 16.732
H 11.975 7.095 16.460
H 12.783 7.106 14.827
H 11.093 7.414 14.917
H 12.389 9.729 18.143
H 10.604 11.369 19.243
H 8.522 11.735 18.228
H 8.181 11.116 15.861
H 17.085 10.843 15.062
H 17.997 12.730 16.277
H 16.520 14.677 16.977
H 14.281 14.762 15.889
Se 9.483 11.540 5.951
N 10.125 12.803 7.159
C 10.650 12.158 8.144
C 11.341 12.766 9.240
C 11.681 14.102 9.272
C 12.273 14.631 10.400
C 12.541 13.682 11.457
N 12.280 12.380 11.434
C 11.744 11.876 10.273
C 11.684 10.422 10.228
N 12.196 9.661 11.280
C 12.241 8.377 11.223
C 11.632 7.667 10.113
C 11.037 8.366 9.105
C 11.122 9.814 9.145
C 10.644 10.653 8.087
N 10.192 10.141 6.959
H 11.374 14.709 8.383
H 12.789 15.587 10.453
H 13.010 14.026 12.356
H 12.755 7.866 12.006
H 11.697 6.590 10.097
H 10.518 7.840 8.251
C 18.336 14.954 7.742
C 18.162 14.208 6.417
C 18.248 12.697 6.604
N 17.179 12.290 7.497
C 16.837 11.091 7.939
S 15.494 10.758 8.860
N 17.633 9.995 7.459
C 19.008 10.062 7.762
O 19.505 10.880 8.510
C 19.793 8.962 7.107
C 19.239 8.139 6.096
C 19.854 6.948 5.701
C 21.190 6.702 6.058
C 21.851 7.673 6.816
C 21.192 8.809 7.385
H 19.356 15.001 8.150
H 17.813 14.595 8.619
H 18.067 16.017 7.567
H 18.994 14.559 5.806
H 17.284 14.512 5.867
H 19.173 12.403 7.056
H 18.133 12.157 5.633
H 16.584 13.048 7.865
H 17.193 9.096 7.733
H 18.267 8.436 5.715
H 19.347 6.229 5.051
H 21.731 5.847 5.728
H 22.889 7.460 7.047
H 21.675 9.493 8.027

Output
Net charge: 0
Highest occupied orbital energy: -6.51 eV
Energy relative to the best compared isomer or geometry (same formula, charge and spin): 0.0 kcal/mol
Frontier orbital gap: 5.2390 eV